[1]
{
  "formula": "C7H13N",
  "method": "wB97M-V/def2-TZVPD",
  "e_tot_ha": -329.084527,
  "e_homo_ev": -8.51,
  "gap_ev": 9.526,
  "total_charge": 0,
  "elements": ["C", "C", "C", "C", "C", "C", "C", "H", "H", "H", "H", "H", "H", "H", "H", "H", "H", "H", "H", "H", "N"],
  "coordinates": [[-0.336216, 0.231018, -0.627689], [0.474794, -0.774910, -1.489477], [1.533703, -1.010592, -0.292953], [1.035979, -0.628755, 1.059534], [-0.317030, -0.464626, 0.776942], [-1.340965, 0.583108, 1.232050], [-1.804691, 0.576384, -0.166106], [-0.034500, 2.504480, -0.921758], [1.368652, 1.412533, -0.920374], [0.762978, -0.333112, -2.317364], [-0.215308, -1.669572, -1.578522], [2.208878, -0.159078, -0.644500], [2.152920, -2.061818, -0.390803], [1.237724, -1.390134, 2.000016], [1.610522, 0.321000, 1.196642], [-0.919050, -1.397450, 0.884262], [-1.872127, 0.104303, 2.043771], [-1.109993, 1.631919, 1.567608], [-2.555561, -0.207088, -0.228896], [-2.325374, 1.301599, -0.711931], [0.444667, 1.430789, -0.470453]],
  "atomic_forces_ev_per_a": [[-1.0522, -1.2851, 0.7532], [-4.1404, -3.1391, 6.5934], [4.2128, -2.1021, -4.4569], [4.1965, -1.4155, 3.7618], [-3.1808, 1.9687, 0.0403], [0.3070, 1.5010, 2.7261], [-1.0732, -1.4931, -2.0813], [1.5339, -4.6618, 1.6696], [-0.7750, -0.1215, 0.1536], [1.9597, 1.4849, -4.1932], [1.0432, 0.8343, -0.5746], [0.3103, -1.7269, 0.8483], [-1.5570, 2.6831, 0.1796], [-0.0902, 1.7548, -2.5313], [-1.0262, -0.7114, 1.0211], [0.6721, 0.3390, -0.8861], [-1.1866, 0.3554, -0.0723], [0.6904, -1.2944, -0.1804], [0.4597, -0.9388, -0.5225], [-0.3765, 2.1944, -0.2624], [-0.9275, 5.7740, -1.9860]]
}


[2]
{
  "formula": "C7H13N2",
  "method": "wB97M-V/def2-TZVPD",
  "e_tot_ha": -383.541781,
  "smiles": "CC(C)N1[C@@H](C)[N+]12C=C2",
  "e_homo_ev": -14.37,
  "gap_ev": 10.385,
  "total_charge": 1,
  "elements": ["C", "C", "C", "C", "C", "C", "C", "N", "N", "H", "H", "H", "H", "H", "H", "H", "H", "H", "H", "H", "H", "H"],
  "coordinates": [[-2.466739, 0.689894, 0.723533], [-2.752169, 1.235971, -0.428086], [-1.158377, -1.056315, -0.727082], [-1.121432, -2.121240, 0.388036], [0.904453, 1.934432, 0.072532], [2.112233, -0.145758, -0.579341], [0.872597, 0.442489, 0.022661], [-1.643258, 0.246660, -0.434110], [-0.222259, 0.061834, -0.867482], [-2.435263, 0.781742, 1.844781], [-3.245864, 2.001741, -1.080426], [-1.189091, -1.468760, -1.639615], [-2.037286, -2.864460, 0.260604], [-1.260592, -1.582221, 1.344657], [-0.049083, -2.554494, 0.325739], [1.406975, 2.520636, 0.861986], [1.398813, 2.391119, -0.808674], [-0.143457, 2.393257, 0.132323], [2.284417, -1.260098, -0.524437], [3.041749, 0.250967, -0.131893], [2.290187, 0.093676, -1.700364], [0.790541, 0.013756, 1.126549]],
  "atomic_forces_ev_per_a": [[0.6567, 1.5193, 0.0109], [0.0703, -0.2111, 0.2123], [1.3182, -0.8010, 2.7289], [-0.3173, 0.2175, -0.3643], [-0.9984, 3.1963, -0.3856], [2.6141, -0.9820, -2.1647], [0.0596, -1.1978, 2.7705], [-0.2383, 0.2695, 0.3986], [-1.1942, 1.1018, 0.8912], [-0.0549, -0.4744, -1.5138], [0.6492, -1.1778, 0.5651], [-1.3679, -1.2844, -3.4401], [2.3488, 1.3216, 0.1443], [0.2882, -0.6373, -0.2132], [-2.0827, 0.1453, 0.2866], [0.1187, -1.2939, 0.3108], [-0.5585, -0.5723, -0.0125], [1.2261, -0.7642, -0.2979], [-0.8158, 1.0085, 0.1917], [-0.6401, 0.0934, 0.2294], [-0.8452, -0.1419, 1.7133], [-0.2364, 0.6648, -2.0616]]
}


[3]
{
  "formula": "C7H13N2",
  "method": "wB97M-V/def2-TZVPD",
  "e_tot_ha": -383.636012,
  "e_homo_ev": -10.13,
  "gap_ev": 5.039,
  "total_charge": 1,
  "elements": ["C", "C", "C", "C", "C", "C", "C", "N", "N", "H", "H", "H", "H", "H", "H", "H", "H", "H", "H", "H", "H", "H"],
  "coordinates": [[1.151232, -0.853862, 0.037473], [2.329226, -0.467406, 0.829921], [0.201130, -1.720005, 0.294776], [-1.993362, 1.403477, -0.088408], [3.224458, 0.434784, 0.296930], [-0.664648, -2.677044, 0.307270], [-2.501497, 0.477454, -0.991462], [3.003957, 1.181240, -0.830501], [-2.257337, 1.334664, 1.205220], [0.961109, -0.381700, -0.900188], [2.515856, -1.129051, 1.698044], [4.221677, 0.293942, 0.738571], [-0.313095, -3.438442, -0.404052], [-1.354290, -3.109562, 0.944717], [-1.653010, 2.350245, -0.414170], [-3.110026, -0.201124, -0.288212], [-1.626583, -0.036243, -1.465873], [-2.951039, 0.893583, -1.869797], [3.728261, 1.646756, -1.351197], [2.000040, 1.263906, -1.120784], [-2.822009, 0.549101, 1.582056], [-2.090050, 2.185290, 1.789658]],
  "atomic_forces_ev_per_a": [[-0.4567, 0.5371, 0.8881], [0.1285, -0.3560, -1.1684], [0.0516, 0.8223, 0.7464], [-1.3090, 1.9793, 3.4872], [-0.1605, -2.3764, 0.9522], [2.1001, -1.5191, -1.9954], [0.0937, -3.5746, 0.4259], [-1.6164, -0.0200, 0.1884], [0.1914, 0.8391, -1.2152], [-0.0374, 0.8532, -0.5970], [0.3514, 0.8922, -0.6115], [-0.2532, 1.1547, -0.4040], [-0.1568, -0.2842, 0.2619], [-1.8897, 0.4208, 1.3114], [1.1373, 0.7950, -0.2186], [0.5559, 0.2305, -2.2397], [-0.4861, -0.2663, 0.5674], [-0.8439, 0.4861, -0.1600], [-0.1969, -0.0380, 0.2346], [2.0480, 0.0621, 0.1358], [0.7545, 0.7284, -0.1571], [-0.0058, -1.3663, -0.4325]]
}


[4]
{
  "formula": "C7H13N2",
  "method": "wB97M-V/def2-TZVPD",
  "e_tot_ha": -383.689168,
  "smiles": "C1C[N@@H+]2CN[C@@]23CC[C@@H]13",
  "e_homo_ev": -13.52,
  "gap_ev": 10.500,
  "total_charge": 1,
  "elements": ["C", "C", "C", "C", "C", "C", "C", "N", "N", "H", "H", "H", "H", "H", "H", "H", "H", "H", "H", "H", "H", "H"],
  "coordinates": [[-0.405686, -1.793986, 0.760480], [1.028805, -1.680483, 0.151558], [-1.495226, 0.493694, 0.442325], [-0.325938, 1.184182, 1.133391], [0.857726, 1.567319, -1.224758], [-0.917894, -0.755341, -0.175679], [0.572175, -0.352631, -0.545811], [0.939713, 0.228227, -1.731668], [0.706651, 1.013425, 0.156989], [-1.080055, -2.785431, 0.669116], [-0.357789, -1.529586, 1.749884], [1.894905, -1.682712, 0.831240], [1.193057, -2.543457, -0.637478], [-2.449007, 0.449143, 1.150966], [-1.803120, 1.112072, -0.436892], [-0.593673, 2.230589, 1.386662], [0.039340, 0.658101, 1.999450], [1.783129, 2.022466, -1.357932], [-0.033709, 2.294197, -1.566077], [-1.562055, -1.160933, -0.890985], [0.403178, -0.184299, -2.549236], [1.605474, 1.215443, 0.684455]],
  "atomic_forces_ev_per_a": [[-0.7476, -3.6069, -1.7480], [0.0529, -1.6809, -1.5935], [-2.6328, 0.9522, 0.7684], [-2.6350, 0.8491, -0.0788], [-3.5874, 1.4277, -1.4318], [0.7158, 1.6832, 1.5180], [-1.7664, -2.1905, 2.4497], [-0.1796, -1.4156, -3.7644], [3.9928, 0.3480, 1.1240], [2.1629, 1.9252, 0.3112], [-0.3197, 0.7031, 2.5009], [-0.2956, 0.1314, -0.2794], [-0.1411, 1.9850, 1.3086], [2.0783, -0.3447, -1.5373], [-0.0035, -0.0272, 0.8227], [0.6387, -0.5157, -0.2169], [-0.1576, -0.0904, 0.5241], [1.3979, 1.3615, 0.0848], [1.8683, -1.7381, 0.8289], [-0.5706, -0.4366, -1.6151], [1.0343, 1.4675, 1.0949], [-0.9050, -0.7873, -1.0709]]
}


[5]
{
  "formula": "C7H13N2O",
  "method": "wB97M-V/def2-TZVPD",
  "e_tot_ha": -458.832700,
  "multiplicity": 3,
  "e_homo_ev": [-8.02, -15.00],
  "gap_ev": [4.532, 9.447],
  "total_charge": 1,
  "elements": ["C", "C", "C", "C", "C", "C", "C", "N", "N", "O", "H", "H", "H", "H", "H", "H", "H", "H", "H", "H", "H", "H", "H"],
  "coordinates": [[2.400003, 1.643379, 0.609842], [1.677909, 0.047540, -0.483571], [3.035924, -0.198732, -0.209969], [3.858203, -1.266973, -0.659897], [-1.309205, -0.561076, 0.926187], [-3.231291, 0.369372, -0.215939], [-1.828097, 0.539712, 0.072451], [1.307526, 1.272954, -0.014252], [-1.209951, 1.494078, -0.470235], [3.372341, 0.819863, 0.492319], [2.545132, 2.631647, 0.965437], [3.821683, -1.426903, -1.707013], [4.934108, -1.203861, -0.355602], [3.370533, -2.194164, -0.110784], [-0.422472, -0.121667, 1.553772], [-2.011241, -0.835365, 1.620531], [-0.958758, -1.483597, 0.388079], [-3.664746, 0.926943, 0.661371], [-3.632672, 0.745724, -1.089811], [-3.528687, -0.677730, -0.113216], [-1.729030, 1.929354, -1.200786], [-0.231642, 1.676930, -0.178541], [1.062346, -0.681107, -0.988979]],
  "atomic_forces_ev_per_a": [[-1.7223, 5.0659, 2.5563], [-2.8466, 1.7706, -0.4142], [-1.7202, -1.5670, -1.6734], [0.9555, -2.3652, 2.3282], [4.6431, 1.8804, 0.5851], [-1.1884, -0.8854, 2.5431], [-0.8831, -2.4426, -0.6563], [-2.2501, -4.6306, -2.8710], [0.0191, 0.0865, 0.3105], [8.3826, -0.0229, 2.7193], [0.4712, 0.5443, 0.1352], [-0.2033, -0.2940, -1.1302], [-1.0719, 0.0731, -0.0903], [1.2373, 1.1259, -1.2469], [-1.3062, -1.1479, -1.1892], [-1.9366, -0.7792, 1.5186], [-0.4159, 1.1491, 0.1170], [-0.2160, -0.5332, -0.6875], [-0.5392, 1.1250, -1.8718], [-0.0548, 0.2314, 0.0386], [0.0310, 1.0951, -0.3588], [1.0547, 0.1612, -0.5133], [-0.4399, 0.3595, -0.1490]]
}


[6]
{
  "formula": "C7H13N2OPS",
  "method": "wB97M-V/def2-TZVPD",
  "e_tot_ha": -1198.741094,
  "smiles": "CCCSn1ccnc1POC",
  "e_homo_ev": -8.75,
  "gap_ev": 9.482,
  "total_charge": 0,
  "elements": ["C", "C", "C", "C", "C", "C", "C", "N", "N", "O", "P", "S", "H", "H", "H", "H", "H", "H", "H", "H", "H", "H", "H", "H", "H"],
  "coordinates": [[2.443311, 2.410649, -1.254824], [1.337280, 2.802759, -0.648311], [2.149779, 0.960048, 0.244933], [-1.630877, -0.892025, -0.164038], [2.208019, -2.613013, -0.076823], [-2.339502, 0.268822, 0.625045], [-1.591094, 1.504935, 0.334708], [3.010222, 1.329109, -0.620063], [1.106860, 1.925022, 0.402246], [1.594196, -1.648488, 0.817742], [2.466022, -0.349389, 1.459556], [-0.207151, 1.930812, 1.467785], [2.864352, 2.889075, -2.157060], [0.685389, 3.598060, -0.888895], [-1.560161, -0.544010, -1.229084], [-0.699444, -1.087870, 0.377625], [-2.232800, -1.804035, -0.190992], [2.500830, -2.005612, -1.000619], [1.370491, -3.172276, -0.488927], [3.005212, -2.981085, 0.546701], [-2.369751, -0.108428, 1.763415], [-3.408409, 0.284262, 0.310539], [-0.916359, 1.319770, -0.567570], [-2.241953, 2.324668, 0.150479], [1.501488, -0.107603, 2.482470]],
  "atomic_forces_ev_per_a": [[1.8968, 0.5044, -1.7959], [-1.2826, 0.0275, 1.2471], [-1.7459, 0.6422, 3.1876], [-1.0304, 0.6772, 0.0810], [-0.5884, 3.4929, -0.9198], [-0.8560, -3.6386, 1.6327], [2.3051, 0.0977, -1.0363], [0.4236, -0.1406, -1.7855], [0.7772, -0.7112, -1.2947], [-0.4710, 0.7189, 0.4102], [0.1857, -1.8185, -0.2698], [-0.4600, 0.1593, 0.2234], [-0.0340, -0.4895, 0.8129], [-0.5450, 0.6258, 0.0307], [0.5334, -0.4789, 0.9323], [0.1822, -0.0600, -0.8181], [0.0629, 0.0285, 0.2285], [0.5657, -0.9893, 1.1483], [0.3664, -0.9465, 0.7357], [0.4085, -1.2349, -0.7905], [0.1360, 1.3094, -2.2700], [0.7155, 0.4629, 0.1835], [-1.4111, 0.4405, 0.6891], [-0.2349, 0.9956, 0.0070], [0.1001, 0.3251, -0.5691]]
}


The records above give, respectively, ΔE to the lowest compared entry with this formula, charge and spin values of 490.79; 723.08; 475.68; 336.11; 22.90; 127.35 kJ/mol.
The records above give, respectively, F_max values of 8.39; 3.92; 4.22; 4.16; 8.81; 4.08 eV/Å.